[1]
Here is a cluster of 10 separate species, C37H61NO22 in total at a distorted geometry from OMol25. Energies are from wB97M-V/def2-TZVPD.

The geometry in XYZ format:
```
121
Properties=species:S:1:pos:R:3:lowdin_charge:R:1
C 6.814 -4.035 -1.697 -0.06
C 5.947 -2.975 -2.296 -0.24
O 4.849 -2.402 -1.579 0.05
C 5.207 -1.559 -0.647 -0.65
O 6.356 -1.218 -0.486 0.13
O 4.180 -1.296 0.086 0.03
C 4.451 -0.463 1.159 -0.06
H 7.707 -4.176 -2.310 0.09
H 6.188 -4.906 -1.474 0.07
H 7.235 -3.654 -0.766 0.08
H 5.593 -3.342 -3.240 0.12
H 6.648 -2.205 -2.615 0.12
H 3.479 -0.238 1.627 0.07
H 4.889 0.493 0.860 0.09
H 5.043 -0.940 1.945 0.11
C -3.069 -2.835 -2.446 -0.05
C -3.862 -3.434 -1.254 -0.17
O -5.079 -2.592 -1.090 0.04
C -5.574 -2.801 0.171 -0.57
O -5.200 -3.643 0.981 0.09
O -6.530 -1.922 0.388 0.01
C -7.231 -2.032 1.593 -0.05
H -3.053 -1.755 -2.284 0.07
H -3.546 -3.093 -3.375 0.07
H -2.022 -3.154 -2.441 0.06
H -3.250 -3.511 -0.372 0.08
H -4.121 -4.480 -1.438 0.13
H -6.556 -1.826 2.423 0.10
H -7.664 -3.037 1.662 0.11
H -8.035 -1.315 1.575 0.09
C -1.226 0.856 -4.955 0.05
N 0.174 0.651 -4.762 -0.40
O 0.547 -0.279 -3.950 -0.01
O 1.010 1.282 -5.371 0.08
H -1.711 0.802 -3.988 0.10
H -1.563 0.060 -5.574 0.11
H -1.263 1.799 -5.492 0.10
O 3.828 1.981 -0.553 0.09
C 3.123 2.746 -1.210 -0.48
O 2.919 3.999 -0.859 0.04
C 2.009 4.661 -1.750 -0.13
C 1.163 3.528 -2.374 -0.10
C 2.271 2.456 -2.396 -0.07
H 2.586 5.273 -2.445 0.13
H 1.456 5.332 -1.092 0.12
H 0.672 3.757 -3.305 0.11
H 0.476 3.191 -1.602 0.10
H 2.845 2.605 -3.305 0.14
H 1.913 1.445 -2.356 0.10
O 4.121 -2.356 6.650 0.11
C 3.466 -1.568 6.008 -0.51
O 3.855 -1.139 4.821 0.04
C 2.971 -0.133 4.301 -0.15
C 2.143 0.333 5.538 -0.14
C 2.127 -0.966 6.366 -0.06
H 2.395 -0.560 3.468 0.11
H 3.535 0.727 3.923 0.12
H 1.122 0.712 5.344 0.11
H 2.658 1.158 6.028 0.11
H 1.327 -1.612 5.990 0.13
H 2.133 -0.720 7.405 0.12
O -3.177 3.455 -5.199 0.09
C -3.079 3.963 -4.101 -0.48
O -2.006 4.699 -3.786 0.02
C -2.310 5.536 -2.650 -0.15
C -3.312 4.761 -1.862 -0.16
C -4.130 4.137 -3.002 -0.04
H -2.678 6.507 -3.006 0.14
H -1.367 5.734 -2.165 0.11
H -3.895 5.369 -1.189 0.11
H -2.842 4.040 -1.190 0.10
H -4.890 4.813 -3.422 0.14
H -4.537 3.156 -2.758 0.13
O 0.807 -3.784 3.267 0.09
C -0.254 -3.190 3.101 -0.45
O -0.431 -1.856 3.391 -0.03
C -1.852 -1.516 3.361 -0.13
C -2.492 -2.532 2.392 -0.14
C -1.576 -3.745 2.598 -0.07
H -1.920 -0.435 3.216 0.12
H -2.234 -1.750 4.359 0.12
H -2.459 -2.144 1.355 0.11
H -3.548 -2.704 2.600 0.10
H -1.467 -4.409 1.734 0.12
H -1.945 -4.325 3.455 0.14
O -1.988 1.394 -1.334 0.08
C -1.049 1.010 -0.647 -0.49
O -0.511 1.771 0.284 0.01
C 0.421 1.031 1.109 -0.11
C 0.786 -0.226 0.313 -0.11
C -0.318 -0.304 -0.744 -0.06
H -0.004 0.804 2.087 0.11
H 1.272 1.675 1.250 0.12
H 0.907 -1.160 0.868 0.11
H 1.753 -0.011 -0.159 0.10
H -1.019 -1.112 -0.588 0.10
H 0.030 -0.333 -1.769 0.09
O -0.246 -3.567 -0.573 0.08
C 0.665 -4.228 -1.031 -0.46
O 0.559 -5.578 -1.118 0.02
C 1.878 -6.144 -1.351 -0.11
C 2.617 -4.975 -2.087 -0.12
C 1.950 -3.672 -1.573 -0.05
H 1.742 -7.030 -1.940 0.12
H 2.367 -6.335 -0.399 0.13
H 2.481 -5.077 -3.158 0.11
H 3.680 -4.974 -1.841 0.09
H 1.684 -2.988 -2.358 0.12
H 2.470 -3.145 -0.758 0.12
O -4.549 6.225 3.084 0.11
C -3.475 5.869 2.650 -0.46
O -2.406 6.705 2.744 0.02
C -1.301 6.142 2.063 -0.16
C -1.560 4.594 2.070 -0.12
C -3.095 4.561 1.964 -0.06
H -0.385 6.404 2.591 0.12
H -1.248 6.528 1.027 0.12
H -1.221 4.174 3.004 0.11
H -1.152 4.090 1.201 0.09
H -3.596 3.772 2.503 0.13
H -3.417 4.652 0.949 0.09
```

Calculated values
Largest force on an atom   0.1083 Eh/bohr
LUMO level   -0.01319 Ha
HOMO energy   -9.957 eV
Energy relative to the best compared isomer or geometry (same formula, charge and spin)   226.9 kJ/mol
HOMO-LUMO gap   9.60 eV
SMILES   C[N+](=O)[O-].CCOC(=O)OC.CCOC(=O)OC.O=C1CCCO1.O=C1CCCO1.O=C1CCCO1.O=C1CCCO1.O=C1CCCO1.O=C1CCCO1.O=C1CCCO1
Electronic energy   -3156.4624 Eh


[2]
Here is a cluster of 8 separate species, C37H62ClF7O27 in total at a distorted geometry from OMol25. Energies are from wB97M-V/def2-TZVPD.

The geometry in XYZ format:
```
134
Properties=species:S:1:pos:R:3:lowdin_charge:R:1
C -2.593 0.727 -3.787 -0.08
C -2.289 1.858 -2.813 -0.21
C -1.944 1.293 -1.460 -0.22
O -0.704 0.620 -1.594 -0.14
C -0.246 0.053 -0.377 -0.11
C 0.013 -1.461 -0.537 -0.27
C -0.001 -2.063 0.865 -0.12
C -0.468 -3.524 0.989 -0.15
C -1.976 -3.690 1.228 -0.16
C -2.486 -4.830 0.377 -0.19
O -3.929 -4.861 0.351 -0.03
C -4.416 -4.831 -0.916 -0.35
O -5.274 -4.063 -1.257 0.10
C -1.136 -1.904 -1.473 -0.33
O -2.328 -1.954 -1.230 0.17
O -0.604 -2.275 -2.697 0.09
C 0.655 -2.829 -2.358 -0.17
C 1.457 -3.357 -3.518 -0.37
F 1.566 -2.430 -4.499 0.16
F 2.701 -3.639 -3.098 0.13
C 0.886 -4.658 -4.169 -0.33
F 1.931 -5.287 -4.761 0.15
F 0.385 -5.500 -3.245 0.16
C -0.145 -4.435 -5.301 -0.53
F -1.167 -3.675 -4.897 0.19
F 0.429 -3.901 -6.381 0.19
F -0.626 -5.655 -5.632 0.16
C 1.223 -1.751 -1.437 -0.68
O 1.488 -0.674 -2.288 0.00
Cl 2.759 -2.079 -0.550 0.81
H -1.812 -0.019 -3.798 0.06
H -2.734 1.110 -4.791 0.07
H -3.529 0.259 -3.507 0.08
H -1.458 2.461 -3.159 0.10
H -3.159 2.502 -2.741 0.11
H -1.867 2.089 -0.719 0.12
H -2.722 0.613 -1.115 0.12
H -1.006 0.228 0.369 0.13
H 0.695 0.520 -0.087 0.14
H 0.980 -2.009 1.311 0.09
H -0.646 -1.487 1.512 0.12
H -0.175 -4.135 0.140 0.10
H 0.059 -3.937 1.839 0.12
H -2.546 -2.785 1.072 0.11
H -2.161 -3.999 2.249 0.12
H -2.134 -5.751 0.832 0.13
H -2.093 -4.782 -0.635 0.11
H -4.059 -5.606 -1.602 0.15
H 0.413 -3.682 -1.721 0.15
H 1.892 0.002 -1.738 0.08
C -1.483 2.892 4.248 -0.03
O -1.957 1.577 3.940 0.00
C -2.543 0.949 4.955 -0.63
O -2.698 1.384 6.063 0.13
O -2.919 -0.256 4.526 0.00
C -3.555 -1.061 5.520 -0.04
H -1.030 3.276 3.339 0.09
H -2.307 3.538 4.543 0.09
H -0.733 2.855 5.035 0.10
H -4.470 -0.590 5.874 0.10
H -2.881 -1.247 6.354 0.10
H -3.801 -2.007 5.046 0.09
C 1.342 5.592 -1.546 -0.02
O 1.712 5.149 -2.855 0.02
C 1.707 3.827 -2.989 -0.62
O 1.412 3.036 -2.129 0.10
O 2.065 3.515 -4.230 0.02
C 2.079 2.102 -4.448 -0.03
H 1.372 6.677 -1.548 0.08
H 0.331 5.272 -1.303 0.10
H 2.047 5.221 -0.804 0.09
H 1.088 1.683 -4.280 0.10
H 2.802 1.625 -3.788 0.09
H 2.371 1.928 -5.479 0.10
C 5.146 -4.519 -1.166 -0.07
O 6.333 -5.233 -0.806 0.01
C 7.404 -4.902 -1.520 -0.63
O 7.442 -4.085 -2.400 0.13
O 8.431 -5.634 -1.091 0.00
C 9.658 -5.379 -1.776 -0.04
H 4.355 -4.876 -0.513 0.09
H 5.283 -3.452 -1.014 0.07
H 4.880 -4.719 -2.198 0.09
H 9.964 -4.343 -1.644 0.10
H 9.561 -5.608 -2.836 0.10
H 10.401 -6.034 -1.332 0.09
C 3.366 2.562 0.428 -0.05
O 3.937 3.428 1.413 0.01
C 3.461 3.238 2.641 -0.63
O 2.627 2.432 2.957 0.12
O 4.064 4.098 3.458 0.01
C 3.642 4.006 4.820 -0.04
H 3.829 2.815 -0.520 0.09
H 3.578 1.520 0.665 0.10
H 2.293 2.722 0.350 0.08
H 3.861 3.020 5.224 0.10
H 2.578 4.220 4.909 0.09
H 4.206 4.754 5.368 0.09
C -0.294 9.204 -2.619 -0.04
O -1.616 9.552 -2.207 0.01
C -2.042 8.890 -1.135 -0.63
O -1.420 8.061 -0.522 0.11
O -3.273 9.299 -0.850 0.01
C -3.852 8.627 0.271 -0.03
H -0.065 9.805 -3.494 0.10
H 0.425 9.431 -1.834 0.10
H -0.242 8.150 -2.886 0.09
H -3.261 8.797 1.168 0.09
H -3.942 7.560 0.074 0.10
H -4.844 9.042 0.417 0.10
C -1.218 7.549 3.476 -0.03
O -2.534 7.887 3.921 0.00
C -2.952 7.185 4.973 -0.63
O -2.329 6.329 5.541 0.12
O -4.180 7.594 5.282 0.01
C -4.757 6.918 6.401 -0.04
H -1.001 8.180 2.619 0.09
H -0.485 7.739 4.257 0.10
H -1.175 6.507 3.165 0.09
H -4.162 7.083 7.298 0.10
H -4.848 5.852 6.202 0.10
H -5.746 7.344 6.541 0.09
C -2.975 -10.748 1.360 -0.04
O -2.238 -10.953 0.152 0.01
C -1.293 -10.045 -0.070 -0.63
O -1.029 -9.109 0.635 0.12
O -0.688 -10.341 -1.218 0.01
C 0.352 -9.425 -1.571 -0.04
H -3.703 -11.551 1.415 0.09
H -2.316 -10.798 2.225 0.10
H -3.492 -9.791 1.337 0.10
H 1.141 -9.428 -0.822 0.10
H -0.049 -8.421 -1.691 0.09
H 0.757 -9.763 -2.520 0.09
```

Calculated values
Largest force on an atom   0.0506 Eh/bohr
LUMO level   0.01001 Ha
HOMO energy   -9.994 eV
HOMO-LUMO gap   10.27 eV
SMILES   CCCOC[C@@]1(CCCCOC=O)C(=O)O[C@@H](C(F)(F)C(F)(F)C(F)(F)F)[C@]1(O)Cl.COC(=O)OC.COC(=O)OC.COC(=O)OC.COC(=O)OC.COC(=O)OC.COC(=O)OC.COC(=O)OC
Electronic energy   -4637.8246 Eh


[3]
Here is a cluster of 11 separate species, C37H63ClF12N11O13S4 in total at a distorted geometry from OMol25. Energies are from wB97M-V/def2-TZVPD.

The geometry in XYZ format:
```
141
Properties=species:S:1:pos:R:3:lowdin_charge:R:1
C -3.915 4.324 5.181 0.06
C -4.687 3.058 5.479 -0.41
O -4.976 2.691 6.560 0.21
N -5.026 2.180 4.315 0.09
H -6.038 2.037 4.257 0.18
H -4.777 2.674 3.461 0.16
C -4.468 0.732 4.430 0.08
H -3.654 4.382 4.125 0.08
H -3.036 4.249 5.825 0.13
H -4.495 5.197 5.474 0.11
H -4.663 0.515 5.479 0.11
H -3.411 0.786 4.190 0.10
H -5.044 0.073 3.790 0.10
C -2.717 0.205 -3.396 -0.06
C -1.271 0.677 -3.337 -0.16
N -0.801 1.096 -4.648 -0.01
C -1.182 2.111 -5.537 0.01
C -0.207 2.240 -6.459 -0.01
N 0.731 1.236 -6.256 -0.05
C 0.325 0.600 -5.152 -0.05
C 1.910 0.925 -7.056 0.03
H -3.346 1.061 -3.658 0.06
H -3.060 -0.109 -2.410 0.08
H -2.906 -0.520 -4.188 0.09
H -0.529 0.064 -2.829 0.13
H -1.284 1.575 -2.710 0.11
H -1.997 2.771 -5.295 0.12
H 0.039 3.128 -7.020 0.14
H 1.014 -0.040 -4.626 0.14
H 2.685 0.509 -6.412 0.09
H 2.243 1.845 -7.524 0.11
H 1.767 0.115 -7.771 0.10
C -0.102 -5.642 -0.080 -0.08
C -1.226 -4.922 -0.759 -0.14
N -2.502 -5.110 -0.016 -0.03
C -2.757 -6.066 0.961 0.05
C -4.055 -5.834 1.301 0.00
N -4.636 -4.886 0.499 -0.09
C -3.626 -4.474 -0.305 -0.03
C -5.950 -4.332 0.560 0.00
H -0.187 -6.736 -0.082 0.09
H 0.064 -5.577 1.002 0.10
H 0.896 -5.454 -0.481 0.08
H -1.312 -5.353 -1.754 0.13
H -1.118 -3.838 -0.718 0.12
H -2.052 -6.797 1.317 0.15
H -4.616 -6.326 2.081 0.15
H -3.641 -3.744 -1.099 0.16
H -5.990 -3.357 1.048 0.10
H -6.596 -4.999 1.126 0.11
H -6.289 -4.189 -0.466 0.10
C 1.699 -0.488 -0.232 -0.04
C 0.450 -0.095 0.512 -0.19
N 0.537 -0.712 1.822 -0.05
C 0.731 -2.035 2.166 -0.03
C 0.615 -2.146 3.506 0.00
N 0.139 -0.931 3.970 -0.05
C 0.044 -0.104 2.943 -0.04
C -0.333 -0.612 5.323 0.04
H 1.815 -1.539 -0.503 0.04
H 2.507 -0.278 0.468 0.11
H 1.764 0.123 -1.132 0.05
H -0.545 -0.288 0.082 0.11
H 0.475 0.976 0.729 0.11
H 1.059 -2.697 1.383 0.09
H 0.709 -3.058 4.080 0.04
H -0.330 0.905 3.051 0.14
H -1.039 0.212 5.304 0.08
H 0.537 -0.264 5.890 0.10
H -0.623 -1.572 5.759 0.06
C -5.790 5.080 -3.030 -0.06
C -4.926 3.823 -3.199 -0.16
N -3.671 3.940 -2.449 -0.07
C -2.793 4.989 -2.520 0.00
C -1.890 4.843 -1.508 0.05
N -2.171 3.619 -0.893 -0.06
C -3.302 3.156 -1.430 -0.05
C -1.351 2.981 0.109 -0.01
H -5.645 5.875 -3.759 0.08
H -5.780 5.460 -2.007 0.09
H -6.845 4.814 -3.131 0.09
H -4.773 3.468 -4.214 0.12
H -5.518 3.101 -2.634 0.12
H -2.957 5.747 -3.266 0.14
H -1.007 5.407 -1.254 0.16
H -3.891 2.379 -0.973 0.16
H -1.606 1.942 0.308 0.08
H -1.398 3.465 1.094 0.09
H -0.285 3.075 -0.111 0.09
C 2.283 -4.027 -4.070 -0.07
C 2.808 -3.011 -3.107 -0.20
N 4.141 -2.528 -3.409 -0.02
C 5.341 -3.183 -3.578 -0.01
C 6.267 -2.204 -3.798 -0.02
N 5.637 -1.006 -3.916 -0.08
C 4.350 -1.211 -3.598 0.00
C 6.272 0.282 -4.219 0.05
H 2.948 -4.887 -4.173 0.08
H 2.260 -3.626 -5.093 0.07
H 1.241 -4.322 -3.960 0.07
H 2.841 -3.371 -2.072 0.05
H 2.082 -2.195 -3.104 0.12
H 5.406 -4.257 -3.596 0.15
H 7.339 -2.213 -3.907 0.14
H 3.542 -0.504 -3.744 0.13
H 5.773 0.991 -3.557 0.10
H 6.082 0.420 -5.280 0.10
H 7.318 0.253 -3.932 0.11
Cl -0.352 -4.525 5.943 -0.69
C 5.264 -2.963 0.022 -0.63
F 6.266 -3.195 0.861 0.16
F 5.084 -1.632 0.078 0.11
F 5.639 -3.319 -1.208 0.11
S 3.653 -3.780 0.551 0.50
O 2.694 -3.431 -0.487 -0.40
O 3.994 -5.182 0.666 -0.29
O 3.256 -3.194 1.816 -0.29
C 3.822 -0.124 9.552 -0.66
F 4.148 -1.393 9.313 0.13
F 4.282 0.258 10.742 0.11
F 4.447 0.604 8.605 0.08
S 1.967 0.359 9.482 0.44
O 1.280 -0.745 10.124 -0.35
O 1.866 1.617 10.188 -0.34
O 1.656 0.473 8.060 -0.38
C 2.620 2.998 4.104 -0.67
F 3.216 3.148 5.263 0.18
F 3.313 3.679 3.184 0.12
F 2.527 1.713 3.784 0.13
S 0.882 3.830 4.124 0.47
O 0.426 3.855 2.725 -0.41
O -0.002 2.973 4.921 -0.38
O 1.048 5.180 4.631 -0.32
C 2.712 4.012 -3.756 -0.66
F 2.437 5.087 -3.051 0.16
F 1.870 3.900 -4.810 0.09
F 3.943 4.093 -4.231 0.15
S 2.508 2.492 -2.627 0.48
O 1.374 2.759 -1.770 -0.33
O 2.369 1.345 -3.530 -0.39
O 3.725 2.391 -1.831 -0.30
```

Calculated values
Largest force on an atom   0.0656 Eh/bohr
LUMO level   -0.16552 Ha
HOMO energy   -7.078 eV
Energy relative to the best compared isomer or geometry (same formula, charge and spin)   438.0 kJ/mol
Net charge   +1
HOMO-LUMO gap   2.57 eV
Electronic energy   -6278.9119 Eh


- Which value of LUMO level does entry 2 give?
  0.01001 Ha